Entry 1:
Density functional theory data (ωB97M-V/def2-TZVPD) for a structure of composition C30H67ClInN2O4P at a distorted geometry.

Highest occupied orbital energy in hartree: 0.0164
Spin multiplicity: 1
Total charge: -2
Frontier orbital gap in eV: 2.694

Atoms and positions in Å:
C (1.543, 3.417, 2.197)
O (1.563, 4.251, 0.988)
C (0.781, 3.525, 0.015)
C (-0.301, 4.429, -0.761)
C (-1.697, 3.697, -1.020)
C (-1.731, 2.725, -2.296)
C (-0.520, 1.694, -2.392)
C (-0.588, 0.734, -3.683)
C (-1.765, -0.364, -3.590)
C (-1.231, -1.792, -3.106)
C (-1.847, -2.297, -1.710)
C (-0.856, -2.145, -0.472)
C (0.411, -3.122, -0.497)
C (0.127, -4.527, 0.224)
In (0.435, -4.448, 2.500)
C (2.632, -4.237, 2.953)
C (3.001, -3.777, 4.438)
C (4.345, -4.577, 4.906)
C (1.887, -4.074, 5.544)
C (-0.201, -6.527, 3.230)
O (-0.238, -7.485, 2.372)
O (-0.516, -6.685, 4.561)
P (-1.093, -2.779, 3.653)
O (-2.593, -2.899, 2.761)
Cl (-1.659, -3.423, 5.615)
H (0.485, 3.484, 2.642)
H (1.825, 2.338, 1.945)
H (2.324, 3.788, 2.949)
H (1.509, 3.103, -0.773)
H (0.245, 2.603, 0.440)
H (-0.526, 5.306, -0.050)
H (0.111, 4.836, -1.738)
H (-2.098, 3.163, -0.089)
H (-2.463, 4.532, -1.231)
H (-2.688, 2.088, -2.202)
H (-1.877, 3.345, -3.245)
H (0.441, 2.301, -2.500)
H (-0.430, 1.106, -1.421)
H (-0.650, 1.355, -4.650)
H (0.398, 0.150, -3.778)
H (-2.180, -0.472, -4.658)
H (-2.575, 0.069, -2.913)
H (-1.562, -2.550, -3.896)
H (-0.099, -1.852, -3.010)
H (-2.754, -1.619, -1.493)
H (-2.296, -3.350, -1.815)
H (-0.464, -1.076, -0.472)
H (-1.391, -2.316, 0.516)
H (0.734, -3.352, -1.582)
H (1.290, -2.536, -0.047)
H (0.812, -5.339, -0.214)
H (-0.976, -4.787, 0.012)
H (3.075, -3.446, 2.237)
H (3.140, -5.222, 2.672)
H (3.273, -2.664, 4.433)
H (5.198, -3.813, 4.976)
H (4.658, -5.382, 4.166)
H (4.234, -5.077, 5.920)
H (1.336, -5.061, 5.426)
H (1.197, -3.164, 5.624)
H (2.427, -4.125, 6.564)
H (-2.505, -3.664, 2.151)
C (5.472, 0.233, -1.253)
C (6.070, -0.366, 0.015)
N (5.825, -1.794, 0.157)
C (6.134, -2.305, 1.491)
C (7.589, -2.247, 1.953)
C (6.263, -2.636, -0.949)
C (7.741, -2.588, -1.339)
H (4.403, 0.018, -1.325)
H (5.596, 1.320, -1.243)
H (5.965, -0.142, -2.154)
H (5.609, 0.155, 0.861)
H (7.141, -0.129, 0.048)
H (5.778, -3.337, 1.574)
H (5.528, -1.745, 2.213)
H (8.201, -3.006, 1.462)
H (7.639, -2.448, 3.027)
H (8.042, -1.267, 1.785)
H (5.672, -2.372, -1.833)
H (5.986, -3.675, -0.745)
H (8.128, -1.568, -1.394)
H (7.873, -3.038, -2.328)
H (8.361, -3.160, -0.648)
C (-7.120, 7.204, -1.282)
C (-6.755, 5.987, -2.124)
N (-6.370, 4.825, -1.336)
C (-5.746, 3.768, -2.129)
C (-6.600, 3.083, -3.193)
C (-7.335, 4.371, -0.341)
C (-8.734, 3.994, -0.828)
H (-6.313, 7.461, -0.590)
H (-7.291, 8.067, -1.931)
H (-8.035, 7.044, -0.706)
H (-5.909, 6.279, -2.756)
H (-7.589, 5.763, -2.802)
H (-5.339, 3.004, -1.457)
H (-4.866, 4.196, -2.625)
H (-7.325, 2.398, -2.752)
H (-5.959, 2.485, -3.847)
H (-7.132, 3.798, -3.825)
H (-7.442, 5.156, 0.415)
H (-6.915, 3.525, 0.212)
H (-9.147, 4.724, -1.528)
H (-9.417, 3.942, 0.025)
H (-8.747, 3.012, -1.301)

Entry 2:
Density functional theory data (ωB97M-V/def2-TZVPD) for the ion C2H5N2S with charge +1 at a distorted geometry.

Highest occupied orbital energy in hartree: -0.4515
Spin multiplicity: 1
Total charge: +1
Frontier orbital gap in eV: 8.093
Energy relative to the best compared isomer or geometry (same formula, charge and spin) in kJ/mol: 327.8

Atoms and positions in Å:
C (-0.800, -1.579, 0.750)
C (0.003, 0.731, -0.074)
N (-1.822, -2.103, 0.811)
N (1.124, 1.169, -0.819)
S (0.308, -0.408, 1.162)
H (-0.540, 1.671, 0.231)
H (-2.402, -2.872, 1.017)
H (1.692, 1.974, -0.421)
H (0.750, 1.168, -1.822)
H (1.686, 0.250, -0.835)

Entry 3:
Density functional theory data (ωB97M-V/def2-TZVPD) for a structure of composition C25H43FGeN7Pb at a distorted geometry.

Highest occupied orbital energy (alpha / beta) in hartree: -0.0963 / -0.0690
Spin multiplicity: 1
Total charge: -1
Frontier orbital gap (alpha / beta) in eV: 5.038 / 4.299

Atoms and positions in Å:
Pb (-1.201, -0.462, 0.767)
C (-0.969, -4.504, -1.449)
C (-0.626, -3.295, -0.619)
N (-1.472, -2.727, 0.171)
C (-2.719, -3.232, 0.619)
C (-2.998, -2.707, 2.059)
N (-1.899, -1.897, 2.547)
C (-2.156, -1.264, 3.825)
C (-2.660, 0.182, 3.697)
N (-1.827, 0.979, 2.815)
C (-0.605, 1.585, 3.305)
C (0.627, 0.646, 3.414)
N (0.863, -0.129, 2.245)
C (1.950, -0.123, 1.535)
C (3.095, 0.841, 1.764)
C (1.990, -1.053, 0.433)
C (3.094, -1.322, -0.436)
C (2.966, -2.344, -1.353)
C (1.795, -3.086, -1.460)
C (0.699, -2.693, -0.651)
N (0.853, -1.703, 0.217)
H (-1.793, -4.248, -2.118)
H (-1.302, -5.325, -0.814)
H (-0.130, -4.846, -2.047)
H (-2.747, -4.327, 0.594)
H (-3.512, -2.837, -0.031)
H (-3.152, -3.564, 2.730)
H (-3.921, -2.116, 2.041)
H (-1.060, -2.648, 2.803)
H (-1.218, -1.273, 4.381)
H (-2.892, -1.830, 4.416)
H (-2.742, 0.628, 4.702)
H (-3.657, 0.156, 3.250)
H (-2.387, 1.676, 2.343)
H (-0.757, 2.051, 4.296)
H (-0.345, 2.370, 2.589)
H (0.444, -0.077, 4.217)
H (1.474, 1.288, 3.717)
H (3.454, 0.772, 2.790)
H (2.753, 1.863, 1.589)
H (3.928, 0.637, 1.101)
H (4.010, -0.755, -0.390)
H (3.795, -2.577, -2.014)
H (1.736, -3.918, -2.141)
N (0.490, 1.800, -0.432)
C (1.448, 1.806, -1.068)
N (2.565, 1.869, -1.749)
C (2.736, 1.112, -2.976)
C (4.141, 1.336, -3.535)
C (5.156, 1.298, -2.399)
C (4.915, 2.458, -1.420)
C (3.471, 2.969, -1.518)
H (1.989, 1.408, -3.726)
H (2.589, 0.052, -2.744)
H (4.206, 2.297, -4.053)
H (4.356, 0.552, -4.263)
H (6.172, 1.346, -2.797)
H (5.049, 0.343, -1.882)
H (5.596, 3.284, -1.636)
H (5.116, 2.118, -0.403)
H (3.388, 3.707, -2.330)
H (3.178, 3.464, -0.591)
F (-0.285, -3.521, 3.423)
C (-5.494, 1.789, -1.553)
Ge (-3.515, 1.350, -1.465)
C (-2.943, 1.858, -3.354)
C (-2.807, 2.899, -0.403)
C (-3.157, -0.374, -0.657)
H (-5.645, 2.713, -2.105)
H (-5.913, 1.914, -0.559)
H (-6.055, 1.007, -2.054)
H (-3.500, 2.717, -3.718)
H (-3.096, 1.039, -4.052)
H (-1.886, 2.108, -3.354)
H (-3.128, 3.848, -0.823)
H (-1.724, 2.873, -0.400)
H (-3.144, 2.861, 0.630)
H (-3.044, -1.088, -1.484)

Entry 4:
Density functional theory data (ωB97M-V/def2-TZVPD) for the molecule CH4O3S at a distorted geometry.

Highest occupied orbital energy in hartree: -0.3572
Spin multiplicity: 1
SMILES: OC(O)OS
Total charge: 0
Frontier orbital gap in eV: 10.145
Energy relative to the best compared isomer or geometry (same formula, charge and spin) in kJ/mol: 172.6

Atoms and positions in Å:
O (-1.270, 0.614, 1.158)
C (-0.469, 0.501, 0.051)
O (0.741, 1.262, 0.173)
O (-0.193, -0.867, -0.112)
S (0.371, -1.504, -1.565)
H (-1.212, -0.052, 1.735)
H (-1.058, 0.967, -0.815)
H (1.342, 0.738, 0.811)
H (1.748, -1.660, -1.436)

Entry 5:
Density functional theory data (ωB97M-V/def2-TZVPD) for the molecule C10H15N3S at a distorted geometry.

Highest occupied orbital energy (alpha / beta) in hartree: -0.2339 / -0.2346
Spin multiplicity: 1
Total charge: 0
Frontier orbital gap (alpha / beta) in eV: 6.814 / 6.838
Energy relative to the best compared isomer or geometry (same formula, charge and spin) in kJ/mol: 472.1

Atoms and positions in Å:
C (-3.131, -2.263, -0.009)
C (-3.810, 1.080, 0.327)
C (-4.069, -0.248, 0.301)
C (-2.443, 1.234, 0.114)
C (0.494, 1.614, 1.294)
C (1.763, 1.026, -0.784)
C (2.111, -3.170, 0.349)
C (0.120, -1.372, -0.478)
C (0.370, 1.208, -0.182)
C (-0.458, -0.036, -0.330)
N (-3.417, -3.371, -0.055)
N (-2.864, -0.942, 0.065)
N (-1.810, 0.038, -0.063)
S (0.917, -2.040, 1.113)
H (-4.513, 1.871, 0.484)
H (-4.975, -0.806, 0.407)
H (-1.922, 2.160, 0.030)
H (1.007, 2.568, 1.381)
H (-0.482, 1.701, 1.763)
H (1.060, 0.858, 1.831)
H (2.342, 0.315, -0.201)
H (2.286, 1.977, -0.773)
H (1.700, 0.687, -1.813)
H (1.588, -3.830, -0.339)
H (2.558, -3.752, 1.151)
H (2.884, -2.603, -0.168)
H (-0.633, -2.112, -0.749)
H (0.938, -1.395, -1.194)
H (-0.111, 2.022, -0.742)